(1)
{
  "formula": "C5H10NOS",
  "method": "wB97M-V/def2-TZVPD",
  "symbols": ["H", "C", "H", "H", "S", "H", "N", "H", "H", "C", "C", "H", "O", "C", "C", "H", "H", "H"],
  "coordinates": [[0.0029, 1.8174, -2.3470], [0.4127, -0.3021, 0.9223], [-0.4438, 2.0910, 0.1113], [1.0793, 0.0761, -0.9267], [-0.3773, -2.0187, -0.9732], [1.6780, -1.8060, 0.4762], [1.0340, 0.6307, -0.0212], [0.4119, -2.5041, 1.2500], [-0.0812, 3.4245, -1.5860], [0.5187, 2.4472, -1.7546], [0.6068, -1.7285, 0.5050], [1.5345, 2.5742, -2.2458], [-1.5256, 0.6834, 1.9858], [0.6702, 2.0036, -0.3198], [-1.1491, 0.0634, 1.0642], [0.8765, -0.1698, 1.9729], [1.4347, 2.5980, 0.1202], [-1.8449, -0.5860, 0.5066]],
  "total_charge": -1,
  "homo_energy_ha": -0.099,
  "orbital_gap_ha": 0.2395,
  "smiles": "CCN[C@@H](C=O)C[S-]"
}


(2)
{
  "formula": "C5H10NOS",
  "method": "wB97M-V/def2-TZVPD",
  "symbols": ["H", "S", "C", "H", "C", "H", "C", "H", "O", "N", "H", "C", "H", "H", "H", "H", "C", "H"],
  "coordinates": [[1.7406, -0.1868, -1.8291], [0.3559, 2.6963, -2.4351], [-0.3848, 0.8419, 1.2347], [-0.6753, 1.3923, 0.3393], [-0.2911, -1.5339, 1.8365], [-1.1416, 0.9008, -1.6683], [-0.1630, 0.9813, -2.1414], [-0.5403, -2.5203, 1.4529], [0.2202, -2.0046, -0.8232], [0.0393, -0.5229, 0.8954], [-0.1733, 0.4255, -3.0869], [0.9142, 0.2404, -1.2713], [0.4570, 1.4094, 1.6356], [0.5132, -1.7562, 2.5581], [-1.1788, -1.3376, 2.4634], [1.2937, 1.0180, -0.6037], [0.2897, -0.8537, -0.4139], [-1.2755, 0.8102, 1.8570]],
  "total_charge": -1,
  "homo_energy_ha": -0.093,
  "orbital_gap_ha": 0.2156,
  "smiles": "CN(C)C(=O)CC[S-]"
}


Calculated relative energy (zero: lowest compared OMol25 entry of this formula, charge and spin) (kJ/mol), listed in the same order as above: 252.4; 74.9
Calculated lowest unoccupied orbital energy (eV), listed in the same order as above: 3.83; 3.33